6 unconnected molecules or ions with the total composition C17H36FO13S3 in a non-equilibrium geometry, computed with wB97M-V/def2-TZVPD.

Calculated values
Gap between HOMO and LUMO (Eh): 0.294
Net charge: -1
Electronic energy (Eh): -2941.859240
Highest occupied orbital energy (eV): -5.5

Cartesian coordinates (Å):
1 F 1.0627 -1.5413 -0.1214
2 O -1.4392 3.7105 2.1284
3 C -1.0476 3.2413 1.0595
4 O 0.0972 2.5262 0.8278
5 C 0.2938 2.2181 -0.5195
6 C -1.1079 2.4214 -1.1329
7 C -1.7418 3.4895 -0.2282
8 H 0.4861 1.1538 -0.6548
9 H 1.1223 2.7551 -0.9814
10 H -1.6338 1.4673 -1.1680
11 H -1.0230 2.8287 -2.1403
12 H -2.8171 3.3194 -0.1741
13 H -1.5449 4.4578 -0.6884
14 O 3.4608 3.2677 -3.9149
15 C 3.6164 2.3415 -3.1543
16 O 2.7282 1.3703 -3.1165
17 C 3.0726 0.4863 -2.1014
18 C 4.5902 0.6799 -1.8599
19 C 4.7771 2.1125 -2.2443
20 H 2.8207 -0.5171 -2.4447
21 H 2.5315 0.5918 -1.1612
22 H 5.1945 0.0065 -2.4678
23 H 4.8583 0.4458 -0.8296
24 H 5.7242 2.0851 -2.7833
25 H 4.7805 2.7943 -1.3938
26 O 3.0001 -2.7435 2.0635
27 S 2.9641 -2.0460 3.3399
28 O 3.4285 -2.6731 4.5823
29 O 3.7018 -0.6082 3.2111
30 C 3.7173 0.1836 2.0112
31 C 3.1926 1.5543 2.2571
32 C 1.2769 -1.4967 3.6192
33 H 3.1246 -0.2354 1.1980
34 H 4.7826 0.2696 1.7971
35 H 3.2305 2.3019 1.4647
36 H 3.7798 2.1045 2.9924
37 H 2.1954 1.4326 2.6800
38 H 1.3193 -0.7389 4.4015
39 H 0.6745 -2.3676 3.8776
40 H 1.0714 -1.0788 2.6337
41 O -3.1952 -3.0491 -0.6358
42 S -2.0275 -3.1413 -1.5427
43 O -0.8428 -3.9077 -1.1455
44 O -2.6154 -3.7003 -2.9899
45 C -1.6666 -3.8112 -4.0448
46 C -2.3617 -4.4992 -5.3066
47 C -1.3869 -1.5318 -2.1271
48 H -0.6894 -4.2266 -3.7988
49 H -1.3492 -2.8302 -4.3982
50 H -2.5474 -5.5590 -5.1323
51 H -1.8657 -4.4016 -6.2723
52 H -3.3252 -3.9973 -5.3954
53 H -1.2950 -0.9169 -1.2319
54 H -2.1313 -1.1776 -2.8402
55 H -0.3402 -1.4093 -2.4056
56 O -4.2599 -1.5471 2.3943
57 S -3.3089 -0.5420 1.8007
58 O -3.6111 0.2726 0.5947
59 O -3.0343 0.6697 2.8960
60 C -4.1141 1.1022 3.7454
61 C -4.9973 2.1456 3.0100
62 C -1.6002 -1.0273 1.7218
63 H -3.6804 1.5148 4.6563
64 H -4.5693 0.1602 4.0511
65 H -4.3535 2.9485 2.6509
66 H -5.7655 2.4774 3.7084
67 H -5.5119 1.7784 2.1220
68 H -1.5477 -1.9107 1.0855
69 H -1.2814 -1.2200 2.7461
70 H -1.0462 -0.2340 1.2199